{"formula": "C5H6N2S", "method": "wB97M-V/def2-TZVPD", "species": ["C", "C", "C", "C", "C", "N", "N", "S", "H", "H", "H", "H", "H", "H"], "xyz": [[0.10479, 1.25329, 0.44517], [1.39050, 1.73139, 0.06319], [1.95478, -0.92121, -0.07897], [-2.24072, -0.18075, -0.58061], [-1.40024, -0.56157, 0.41508], [2.03628, -2.13718, 0.05146], [-0.11486, -0.00059, 0.50278], [2.66607, 0.56957, -0.15504], [-0.81271, 1.86471, 0.43559], [1.82309, 2.69023, 0.12724], [-3.25492, -0.65102, -0.72395], [-2.20443, 0.87022, -1.00038], [-1.56602, -1.59857, 0.88162], [1.61838, -2.92851, -0.38318]], "lowdin_charge": [-0.254, -0.334, -0.598, -0.015, -0.220, 0.069, -0.033, 0.943, 0.117, 0.036, 0.059, 0.061, 0.122, 0.046], "total_charge": 0, "mol_weight_g_mol": 126.184, "lumo_energy_ev": [0.8, -1.5], "spin_multiplicity": 3}